Here is 2 unconnected molecules or ions with the total composition C16H11N4O6 in a non-equilibrium geometry from the OMol25 dataset. Energies are from ωB97M-V/def2-TZVPD.

Results
Max |F| (eV/A): 2.571
Kohn-Sham gap (eV): 5.7
E_LUMO (eV): 1.53
2S+1: 1
Energy above the lowest of the compared OMol25 structures with the same formula, charge and spin (kJ/mol): 99.33
Charge: -1
E_HOMO (eV): -4.2
Total energy (eV): -35007.606

Last column: Löwdin charge in e.
Atoms and positions in Å:
N  -5.340  0.317  1.930  0.134
C  -4.178  0.175  1.976  -0.186
C  -2.766  -0.028  2.066  -0.239
C  -2.237  -1.325  2.080  -0.028
C  -0.872  -1.536  2.244  -0.005
C  0.008  -0.440  2.455  -0.187
C  1.417  -0.689  2.773  -0.066
C  2.388  0.270  2.560  -0.080
N  3.728  -0.081  2.660  -0.386
O  4.647  0.781  2.655  -0.008
O  3.973  -1.324  2.691  -0.033
C  -0.519  0.860  2.316  -0.003
C  -1.886  1.063  2.158  -0.015
H  -2.917  -2.176  2.002  0.118
H  -0.462  -2.544  2.225  0.117
H  1.723  -1.739  2.798  0.118
H  2.166  1.289  2.259  0.116
H  0.160  1.724  2.350  0.118
H  -2.289  2.077  2.145  0.120
O  4.693  2.805  6.838  0.048
N  5.528  1.887  6.655  -0.317
O  6.765  2.032  6.783  0.028
C  5.029  0.599  6.275  -0.153
C  5.908  -0.478  6.104  -0.011
C  5.388  -1.722  5.737  -0.073
C  4.026  -1.873  5.470  -0.036
C  3.132  -0.758  5.443  -0.183
C  1.799  -0.902  4.900  -0.091
N  0.834  0.054  5.313  -0.382
O  -0.384  -0.279  5.377  -0.031
O  1.217  1.238  5.526  -0.023
C  3.652  0.453  5.970  0.070
H  6.972  -0.311  6.244  0.109
H  6.065  -2.571  5.604  0.104
H  3.615  -2.849  5.216  0.112
H  1.417  -1.924  4.841  0.132
H  2.969  1.287  6.075  0.092

Atomic forces in eV per Å
2.413 -0.264 0.026
-2.557 0.270 -0.037
1.004 0.012 0.122
-0.007 -0.292 0.011
0.256 0.833 0.302
-1.055 -0.060 -0.240
1.320 -0.114 -0.124
-0.057 0.671 -1.144
1.102 -0.741 -0.708
-1.442 -1.002 -0.026
0.094 1.407 0.133
0.156 -0.112 0.202
-0.050 0.020 -0.006
0.254 0.278 -0.073
-0.150 0.174 0.188
-0.093 0.557 -0.442
0.364 -0.192 0.404
-0.502 -0.452 0.232
0.142 -0.288 -0.089
1.878 -1.659 -0.270
0.389 2.211 0.670
-2.119 -0.120 -0.149
-1.149 -1.982 -0.811
-0.138 0.538 0.035
-0.453 0.068 0.013
-0.198 0.590 -0.080
1.853 0.283 0.675
-1.786 -0.214 1.708
-0.333 -0.207 0.135
1.309 0.377 -0.189
-1.332 -1.251 -0.628
0.670 0.054 -0.278
-0.197 -0.140 0.010
-0.298 0.282 0.171
0.254 0.143 -0.145
-0.157 0.466 0.455
0.613 -0.141 -0.052

Here is a molecular structure, C16H12BN2O4PdSe2 in a non-equilibrium geometry from the OMol25 dataset. Energies are from ωB97M-V/def2-TZVPD.

Results
Max |F| (eV/A): 1.688
Kohn-Sham gap (eV): 6.2
E_LUMO (eV): 2.71
2S+1: 1
Charge: -1
E_HOMO (eV): -3.5
Total energy (eV): -162804.470

Last column: Löwdin charge in e.
Atoms and positions in Å:
Pd  1.486  1.026  -0.716  0.868
Se  3.108  -0.756  2.829  0.602
Se  3.929  0.837  1.324  0.721
C  3.658  -0.200  -0.256  -0.709
C  4.567  -0.127  -1.294  -0.129
C  4.172  -0.589  -2.549  -0.081
C  2.895  -1.099  -2.690  -0.083
C  2.073  -1.203  -1.559  -0.192
N  2.465  -0.816  -0.331  -0.080
C  1.278  -0.142  2.729  -0.676
C  0.261  -0.840  3.380  -0.118
C  -1.024  -0.345  3.281  -0.080
C  -1.242  0.845  2.593  -0.071
C  -0.157  1.478  2.011  -0.162
N  1.070  0.972  2.056  -0.022
H  5.522  0.353  -1.137  0.097
H  4.844  -0.514  -3.393  0.100
H  2.533  -1.445  -3.648  0.096
H  1.136  -1.749  -1.601  0.105
H  0.491  -1.746  3.925  0.091
H  -1.851  -0.866  3.746  0.100
H  -2.235  1.262  2.502  0.103
H  -0.256  2.434  1.502  0.117
O  -1.627  1.525  -1.158  0.124
B  -0.504  0.728  -0.826  -0.549
O  -1.011  -0.558  -0.483  0.091
C  -2.347  -0.526  -0.620  -0.237
C  -3.273  -1.533  -0.439  -0.009
C  -4.600  -1.231  -0.712  -0.122
C  -4.979  0.033  -1.139  -0.121
C  -4.050  1.053  -1.308  -0.009
C  -2.727  0.759  -1.043  -0.230
H  -2.964  -2.517  -0.118  0.111
H  -5.349  -2.002  -0.606  0.089
H  -6.020  0.222  -1.361  0.089
H  -4.346  2.037  -1.640  0.110
O  1.920  2.885  -0.524  -0.435
O  3.156  2.351  -0.726  -0.499

Atomic forces in eV per Å
-0.176 0.663 -0.945
0.191 -0.005 -0.007
0.527 -0.299 0.654
0.486 0.011 0.144
0.020 -0.072 0.056
-0.356 -0.065 0.195
0.318 -0.087 -0.129
0.129 -0.396 -0.047
-0.063 -0.677 -0.336
-0.055 0.405 -0.158
0.140 -0.127 -0.073
0.000 0.126 -0.035
-0.067 -0.012 0.045
-0.170 0.043 0.223
-0.078 -0.093 0.666
0.000 -0.029 0.008
0.002 -0.021 -0.061
-0.048 0.028 0.003
-0.031 0.182 -0.004
-0.073 -0.049 0.007
-0.016 -0.037 0.012
-0.051 0.048 0.009
-0.001 -0.175 -0.090
0.108 0.556 -0.150
0.471 -0.165 0.167
0.128 -0.473 0.083
-0.658 0.389 -0.222
0.426 0.114 0.004
-0.240 -0.006 -0.042
-0.218 -0.126 -0.003
0.401 0.206 0.036
-0.469 -0.880 0.171
0.031 -0.083 0.033
-0.096 -0.063 0.036
-0.061 0.041 0.023
-0.008 0.100 -0.053
-0.741 1.515 0.055
0.301 -0.490 -0.277

Here is a single C16H12BrF3N2O3S molecule in a non-equilibrium geometry from the OMol25 dataset. Energies are from ωB97M-V/def2-TZVPD.

Results
Max |F| (eV/A): 4.980
Kohn-Sham gap (eV): 9.0
E_LUMO (eV): -0.50
2S+1: 1
E_HOMO (eV): -9.5
Total energy (eV): -114936.454

Last column: Löwdin charge in e.
Atoms and positions in Å:
C  2.751  1.128  0.314  -0.016
C  1.513  0.176  0.306  -0.236
C  0.905  0.220  -1.050  -0.271
C  0.378  1.427  -1.397  -0.022
C  0.137  1.781  -2.756  -0.026
C  0.036  0.756  -3.738  0.010
C  0.454  -0.574  -3.303  -0.048
C  0.281  -1.774  -4.246  -0.529
F  -0.687  -1.416  -5.093  0.139
F  -0.046  -2.878  -3.499  0.118
F  1.469  -1.878  -4.955  0.107
C  0.860  -0.818  -1.903  0.039
N  0.460  0.395  1.342  0.071
C  0.585  1.360  2.379  -0.474
O  1.574  1.955  2.542  0.128
C  -0.314  1.600  3.567  -0.100
S  -1.951  1.611  2.741  0.754
O  -2.965  1.745  3.827  -0.343
O  -1.909  2.530  1.600  -0.301
C  -1.929  -0.076  2.115  -0.221
N  -2.964  -1.006  2.370  0.092
C  -2.894  -2.292  1.923  -0.134
C  -1.645  -2.717  1.337  -0.564
Br  -1.360  -4.538  0.598  0.667
C  -0.628  -1.831  1.055  -0.062
C  -0.665  -0.448  1.488  -0.120
H  3.402  0.872  -0.515  0.098
H  2.492  2.171  0.381  0.080
H  3.356  0.852  1.132  0.064
H  1.959  -0.838  0.402  0.149
H  0.547  2.147  -0.617  0.113
H  0.023  2.901  -2.928  0.128
H  -0.398  0.983  -4.701  0.108
H  1.232  -1.824  -1.639  0.132
H  -0.188  2.591  3.979  0.119
H  -0.269  0.799  4.370  0.154
H  -3.867  -2.875  1.875  0.133
H  0.266  -2.216  0.700  0.064

Atomic forces in eV per Å
-0.731 -0.888 0.135
0.906 -0.986 0.118
-0.958 0.135 0.866
1.020 1.698 -2.396
-0.507 0.319 1.338
1.122 -1.264 2.418
-0.925 1.142 1.869
1.060 2.805 1.743
-0.059 -1.507 -0.509
0.626 0.629 -1.952
-1.587 -1.252 0.546
0.137 -1.322 -4.138
-1.409 0.581 1.566
-0.052 -1.810 0.605
4.277 2.469 -0.647
-3.019 -1.926 -1.137
-2.685 0.575 2.823
1.829 -0.194 -2.649
0.191 -1.170 1.408
0.611 -2.890 -0.296
1.786 0.827 -1.409
0.862 1.580 -0.539
-1.236 -0.294 -0.799
-0.490 1.337 0.804
-1.139 1.896 2.001
-1.937 -1.721 -0.164
-0.440 0.161 -0.676
0.126 0.190 -0.265
0.557 0.112 1.345
-0.425 0.361 0.452
-0.663 0.870 -0.193
-0.269 -1.798 -0.266
0.422 -0.268 -0.154
-0.289 0.627 -0.149
0.340 0.091 -0.143
-0.188 0.873 -1.149
1.637 0.590 0.541
1.501 -0.578 -0.950

Here is a single C16H12ClN5OS2 molecule in a non-equilibrium geometry from the OMol25 dataset. Energies are from ωB97M-V/def2-TZVPD.

Results
Max |F| (eV/A): 1.319
Kohn-Sham gap (eV): 8.7
E_LUMO (eV): 0.37
2S+1: 1
Energy above the lowest of the compared OMol25 structures with the same formula, charge and spin (kJ/mol): 66.52
E_HOMO (eV): -8.3
Total energy (eV): -60476.479

Last column: Löwdin charge in e.
Atoms and positions in Å:
C  0.026  -3.265  2.514  -0.066
N  0.492  -2.118  1.795  -0.053
C  0.684  -0.857  2.287  -0.620
S  0.374  -0.418  3.944  0.984
C  -0.688  1.078  3.729  -0.331
C  -0.323  1.843  2.528  -0.456
N  -0.957  1.837  1.397  0.204
C  -0.206  2.682  0.625  -0.308
C  -0.508  2.970  -0.762  -0.161
C  -1.586  2.341  -1.381  -0.017
C  -1.875  2.601  -2.706  -0.100
C  -1.081  3.493  -3.411  -0.676
Cl  -1.440  3.823  -5.068  0.671
C  -0.003  4.125  -2.808  -0.098
C  0.283  3.862  -1.484  -0.013
N  0.808  3.186  1.281  0.147
O  0.740  2.649  2.520  0.037
N  1.130  -0.060  1.354  0.038
N  1.227  -0.761  0.231  0.097
C  0.858  -2.001  0.479  -0.311
C  0.860  -3.024  -0.519  -0.440
C  1.180  -2.829  -1.838  -0.109
C  1.111  -4.008  -2.600  -0.178
C  0.741  -5.090  -1.863  -0.408
S  0.468  -4.691  -0.218  1.043
H  -0.247  -2.952  3.522  0.061
H  0.809  -4.023  2.574  0.089
H  -0.844  -3.695  2.015  0.081
H  -0.528  1.661  4.635  0.088
H  -1.721  0.744  3.652  0.089
H  -2.186  1.650  -0.811  0.110
H  -2.707  2.117  -3.194  0.104
H  0.603  4.814  -3.376  0.105
H  1.117  4.335  -0.992  0.115
H  1.452  -1.861  -2.217  0.114
H  1.326  -4.054  -3.652  0.105
H  0.610  -6.105  -2.181  0.061

Atomic forces in eV per Å
-0.170 -0.507 0.206
0.232 0.632 -0.622
-0.053 0.005 0.272
0.160 0.235 0.242
0.134 -0.503 0.117
-0.479 0.504 -0.786
-0.226 -0.127 0.521
0.405 -0.134 1.150
-0.043 0.178 -0.609
0.205 0.105 0.159
0.038 0.094 -0.152
0.044 -0.077 0.299
-0.048 0.047 -0.237
-0.052 -0.004 -0.099
-0.181 -0.171 0.089
0.172 0.512 -1.203
-0.346 -0.496 0.826
0.208 0.302 0.904
0.038 -0.690 -0.988
-0.007 0.630 0.611
-0.049 -0.904 -0.558
-0.101 0.099 0.508
-0.045 -0.289 -0.034
-0.049 0.019 0.271
0.173 0.338 -0.464
-0.025 -0.069 -0.117
-0.048 0.026 0.050
0.011 0.034 0.113
-0.058 -0.031 -0.011
0.070 0.236 -0.025
-0.064 -0.069 0.032
-0.058 -0.024 -0.055
0.034 0.049 -0.062
0.109 0.080 0.006
0.053 0.196 -0.059
0.030 -0.035 -0.178
-0.016 -0.193 -0.118

Here is a single C16H12F3NO6S molecule in a non-equilibrium geometry from the OMol25 dataset. Energies are from ωB97M-V/def2-TZVPD.

Results
Max |F| (eV/A): 5.844
Kohn-Sham gap (eV): 8.4
E_LUMO (eV): -0.89
2S+1: 1
E_HOMO (eV): -9.2
Total energy (eV): -49546.208

Last column: Löwdin charge in e.
Atoms and positions in Å:
C  -1.058  -1.250  3.839  0.005
C  0.417  -1.078  3.406  -0.354
O  1.162  -0.989  4.644  0.039
C  0.556  0.106  2.545  -0.395
O  1.649  0.541  2.307  0.122
N  -0.476  0.641  1.756  0.137
C  -0.271  1.597  0.766  -0.164
C  0.388  2.796  1.065  -0.013
C  0.710  3.641  0.042  -0.034
C  0.239  3.284  -1.289  -0.035
C  -0.345  2.065  -1.636  -0.190
C  -0.614  1.235  -0.563  -0.042
C  -1.338  -0.085  -0.843  -0.253
O  -2.098  -0.633  -0.073  0.113
C  -0.788  -1.039  -1.807  -0.056
O  -0.680  -2.454  -1.531  0.040
C  0.176  -3.040  -2.411  -0.071
C  0.534  -2.138  -3.361  -0.018
C  -0.114  -0.869  -3.062  -0.111
C  0.150  0.349  -3.987  -0.158
S  -0.743  1.824  -3.433  0.752
O  -0.368  3.047  -4.195  -0.330
O  -2.153  1.461  -3.561  -0.317
C  0.680  -2.325  2.442  -0.481
F  0.447  -3.570  2.885  0.153
F  -0.168  -2.281  1.355  0.115
F  1.958  -2.378  1.993  0.144
H  -1.096  -2.094  4.504  0.089
H  -1.522  -0.309  4.261  0.122
H  -1.761  -1.478  3.020  0.094
H  2.135  -0.918  4.448  0.136
H  -1.328  0.044  1.652  0.130
H  0.747  3.087  2.122  0.159
H  1.441  4.431  0.245  0.117
H  0.565  4.039  -2.020  0.111
H  0.558  -4.014  -2.462  0.118
H  1.282  -2.305  -4.064  0.094
H  -0.057  0.297  -5.053  0.114
H  1.181  0.762  -3.948  0.117

Atomic forces in eV per Å
-0.885 0.931 -0.173
-2.424 -1.773 1.538
0.729 -0.425 -2.157
0.407 2.137 -3.372
1.938 0.464 0.973
-2.094 -2.288 2.105
0.134 -0.529 -0.643
0.708 0.235 1.689
-0.736 -1.290 -1.896
2.171 1.671 0.405
0.823 2.266 -0.003
-1.291 -1.236 -0.215
0.944 -1.979 1.326
-0.905 1.067 0.841
2.644 -1.439 -5.009
0.043 1.194 0.797
-0.712 3.471 -1.140
-1.494 1.167 1.469
0.535 -0.379 0.928
0.799 1.223 1.974
-2.332 1.754 -1.398
0.323 -2.631 1.865
1.119 0.077 0.799
0.403 -1.038 -1.131
-0.054 0.558 1.383
0.980 0.981 0.685
-0.616 0.654 0.153
-0.182 -0.061 0.581
1.009 -1.042 0.053
0.651 -0.142 -0.037
-1.280 0.068 -0.013
1.010 0.961 0.016
-0.810 -1.006 -1.780
-0.784 0.142 -0.497
-0.562 -0.743 -0.190
-0.365 -1.438 1.174
0.810 -0.204 -1.391
-0.544 -0.499 0.075
-0.108 -0.878 0.218

Here is a single C16H12N2O3 molecule in a non-equilibrium geometry from the OMol25 dataset. Energies are from ωB97M-V/def2-TZVPD.

Results
Max |F| (eV/A): 4.389
Kohn-Sham gap (eV): 7.8
E_LUMO (eV): -1.71
2S+1: 1
Energy above the lowest of the compared OMol25 structures with the same formula, charge and spin (kJ/mol): 192.41
E_HOMO (eV): -9.5
Total energy (eV): -25907.224

Last column: Löwdin charge in e.
Atoms and positions in Å:
C  -2.277  0.005  -2.646  -0.014
C  -1.409  1.226  -2.562  -0.295
N  -1.802  2.318  -3.173  0.121
O  -1.005  3.364  -2.673  0.003
C  -0.120  2.849  -1.792  -0.286
C  0.784  3.818  -1.118  0.009
C  -0.292  1.508  -1.680  -0.136
C  0.514  0.519  -0.872  -0.055
C  0.129  0.536  0.646  -0.132
C  -1.338  0.380  0.975  -0.250
O  -2.165  1.296  0.989  0.158
C  -1.591  -0.978  1.463  -0.268
O  -2.623  -1.548  1.746  0.164
C  -0.297  -1.625  1.661  -0.101
C  0.034  -2.849  2.187  0.060
C  1.340  -3.243  2.319  -0.218
C  1.687  -4.493  2.921  -0.170
N  1.917  -5.499  3.454  0.166
C  2.376  -2.378  1.919  0.015
C  2.009  -1.115  1.439  0.007
C  0.674  -0.733  1.299  -0.124
H  -2.989  0.113  -3.493  0.094
H  -2.837  -0.106  -1.691  0.094
H  -1.599  -0.815  -2.857  0.072
H  1.603  3.293  -0.642  0.073
H  1.215  4.520  -1.833  0.088
H  0.173  4.386  -0.357  0.116
H  0.368  -0.464  -1.316  0.126
H  1.574  0.797  -0.993  0.128
H  0.482  1.461  1.094  0.162
H  -0.753  -3.526  2.470  0.141
H  3.454  -2.618  1.962  0.135
H  2.763  -0.397  1.154  0.116

Atomic forces in eV per Å
0.187 0.435 -0.453
-0.392 1.438 0.452
0.222 -0.047 0.636
0.239 -0.819 -0.027
-0.248 0.027 -0.454
-0.817 0.435 0.402
-0.311 -0.282 -0.348
-0.587 1.106 -0.120
0.699 -1.040 -0.157
-1.719 3.982 -0.677
1.550 -1.956 -0.167
-1.294 -3.556 1.373
-0.236 1.095 -0.495
0.456 0.797 -0.201
-1.028 -0.904 0.207
1.249 0.336 -0.110
-0.012 -1.652 0.818
-0.177 1.289 -0.743
-0.072 1.184 -0.362
0.352 0.024 -0.088
1.561 0.297 -0.242
0.454 -0.073 0.663
0.429 -0.174 -0.660
-0.341 -0.616 0.206
0.074 -0.059 0.279
-0.151 0.031 0.039
0.833 -0.482 -0.675
0.071 -0.197 0.223
-0.273 -0.357 0.319
0.094 0.071 0.060
-0.210 -0.129 0.167
-0.903 -0.127 0.176
0.299 -0.077 -0.039